DFT (wB97M-V/def2-TZVPD) results for an isolated ion of composition C3H5N2 and charge +1.

Each line ends with the natural charge from an NBO analysis.
Geometry (Å):
C  1.5199  0.4412  0.0615  0.26
C  0.2161  1.1038  0.0638  -0.31
C  -0.5784  -1.2766  0.0498  0.13
N  2.1432  -0.5130  -0.0219  -0.23
N  -0.7412  -0.0119  -0.0297  -0.40
H  -0.0406  1.7236  0.8595  0.28
H  -0.0555  1.6388  -0.9485  0.29
H  -1.3007  -2.1331  0.1429  0.28
H  0.5004  -1.4652  0.0147  0.25
H  -1.6633  0.4923  -0.1922  0.45

**ΔE to the lowest compared entry with this formula, charge and spin**: 3.2870 eV
**Structure (SMILES)**: C=[NH+]CC#N
**Gap between HOMO and LUMO**: 0.4298 hartree
**Multiplicity**: 1
**E_HOMO**: -17.4 eV
**Charge**: +1

---

DFT (wB97M-V/def2-TZVPD) results for an isolated ion of composition C3H5N2 and charge +1.

Each line ends with the natural charge from an NBO analysis.
Geometry (Å):
C  0.4915  -0.1717  -0.4841  0.55
C  0.3307  1.1063  -1.2526  -0.16
C  0.0573  -1.2039  1.2864  0.06
N  0.6462  -1.3287  0.1396  -0.37
N  -0.6275  0.4678  -0.3990  -0.49
H  0.7756  1.9963  -0.7718  0.23
H  0.1508  1.3313  -2.3272  0.26
H  -0.0719  -2.1933  1.8727  0.23
H  -0.1061  -0.3605  1.9469  0.21
H  -1.6467  0.3563  -0.0109  0.49

**ΔE to the lowest compared entry with this formula, charge and spin**: 5.4031 eV
**Structure (SMILES)**: C=NC1=[NH+]C1
**Gap between HOMO and LUMO**: 0.3881 hartree
**Multiplicity**: 1
**E_HOMO**: -16.4 eV
**Charge**: +1

---

DFT (wB97M-V/def2-TZVPD) results for an isolated ion of composition C3H5N2O and charge +1.

Each line ends with the natural charge from an NBO analysis.
Geometry (Å):
C  -0.7997  -0.3655  -0.2430  0.42
C  1.4223  -0.3430  -0.1967  0.80
C  -2.0772  0.2124  0.0804  -0.69
N  -0.5761  -1.5464  -0.5056  -0.12
N  2.5503  0.0732  0.0979  -0.75
O  0.3347  0.4164  0.0036  -0.46
H  -2.3535  0.8482  -0.7084  0.27
H  -1.8956  0.7673  1.1256  0.28
H  -2.8290  -0.6349  -0.0163  0.29
H  3.3961  -0.3776  -0.2983  0.47
H  2.8276  0.9499  0.6609  0.48

**ΔE to the lowest compared entry with this formula, charge and spin**: 5.7882 eV
**Gap between HOMO and LUMO (alpha / beta)**: 0.2926 / 0.3690 hartree
**Multiplicity**: 1
**E_HOMO (alpha / beta)**: -15.6 / -16.1 eV
**Charge**: +1

---

DFT (wB97M-V/def2-TZVPD) results for a 2-piece molecular cluster, C3H5N2O2 overall.

Each line ends with the natural charge from an NBO analysis.
Geometry (Å):
C  0.7901  0.8126  -0.3194  -0.63
C  1.6463  -0.3590  0.0000  -0.62
C  0.8088  -0.3102  -1.3256  0.19
N  -2.5108  -0.8870  -0.8074  -0.66
N  -2.6156  -0.2564  0.3244  0.57
O  -1.6663  0.0620  1.0780  -0.62
O  -3.7158  0.2753  0.5242  -0.56
H  -0.1832  0.9561  0.0263  0.32
H  1.3826  1.6942  -0.5473  0.22
H  2.7201  -0.4790  -0.3570  0.23
H  1.2525  -1.1290  0.8048  0.25
H  -1.5849  -1.3027  -0.9966  0.30

**ΔE to the lowest compared entry with this formula, charge and spin**: 6.5933 eV
**Gap between HOMO and LUMO**: 0.2642 hartree
**Multiplicity**: 1
**E_HOMO**: -4.1 eV
**Charge**: -1

---

DFT (wB97M-V/def2-TZVPD) results for an isolated ion of composition C3H5N2O2 and charge +1.

Each line ends with the natural charge from an NBO analysis.
Geometry (Å):
C  -1.0038  0.9520  -0.1231  0.47
C  -3.0827  -0.2360  -0.0319  0.95
C  0.8390  -0.4966  -0.3925  -0.10
N  -1.8800  -0.0392  -0.0841  -0.62
N  2.2342  -0.2758  0.1870  -0.73
O  -4.1621  -0.5064  0.2172  -0.36
O  0.2125  0.7203  -0.2144  -0.34
H  -1.3120  1.9119  -0.3424  0.20
H  0.2937  -1.3130  0.0187  0.19
H  2.1789  -0.3278  1.1880  0.43
H  2.7644  0.5850  -0.3423  0.48
H  2.9180  -0.9745  -0.0802  0.44

**ΔE to the lowest compared entry with this formula, charge and spin**: 3.1878 eV
**Gap between HOMO and LUMO (alpha / beta)**: 0.2832 / 0.2830 hartree
**Multiplicity**: 1
**E_HOMO (alpha / beta)**: -12.2 / -12.2 eV
**Charge**: +1

---

DFT (wB97M-V/def2-TZVPD) results for an isolated ion of composition C3H5N2O2 and charge +1.

Each line ends with the natural charge from an NBO analysis.
Geometry (Å):
C  -1.0573  -1.0589  -0.0541  0.36
C  0.3670  0.3746  1.1433  0.61
C  0.6415  0.9007  -0.2687  0.35
N  -0.5994  -0.6328  1.1336  -0.60
N  -0.6142  -0.4642  -1.0860  -0.62
O  0.8878  0.8081  2.1162  -0.43
O  1.8106  0.7061  -0.7636  -0.57
H  -1.7659  -1.8849  -0.0808  0.24
H  0.0396  1.7691  -0.5442  0.23
H  -0.8872  -1.0426  2.0164  0.46
H  -0.8488  -0.6831  -2.0404  0.43
H  2.0265  1.2077  -1.5716  0.53

**ΔE to the lowest compared entry with this formula, charge and spin**: 0.3855 eV
**Gap between HOMO and LUMO**: 0.4112 hartree
**Multiplicity**: 1
**E_HOMO**: -15.6 eV
**Charge**: +1

---

DFT (wB97M-V/def2-TZVPD) results for an isolated ion of composition C3H5N2O2 and charge +1.

Each line ends with the natural charge from an NBO analysis.
Geometry (Å):
C  -1.3957  -0.6945  -0.2431  0.30
C  1.1103  -0.7136  0.3205  0.60
C  1.0941  0.8358  0.4278  0.51
N  -0.1656  -1.2371  -0.0476  -0.62
N  -1.7400  0.4398  0.0513  -0.69
O  2.0821  -1.3619  0.5015  -0.42
O  1.4436  1.6067  -0.5145  -0.48
H  -1.9699  -1.4293  -0.8110  0.19
H  0.8441  1.3242  1.2974  0.21
H  -0.0071  -2.1533  -0.4299  0.44
H  -2.6784  0.7908  -0.2401  0.41
H  1.3824  2.5923  -0.3124  0.56

**ΔE to the lowest compared entry with this formula, charge and spin**: 1.9640 eV
**Gap between HOMO and LUMO**: 0.3061 hartree
**Multiplicity**: 1
**E_HOMO**: -14.9 eV
**Charge**: +1

---

DFT (wB97M-V/def2-TZVPD) results for a 2-piece molecular cluster, C3H5N2O3 overall.

Each line ends with the natural charge from an NBO analysis.
Geometry (Å):
C  0.4082  0.9959  -0.1577  0.77
C  -1.3158  -0.8169  0.0883  -0.61
C  -1.1307  0.7103  0.1202  -0.51
N  1.3966  -0.8989  0.1941  -0.08
N  2.4423  -0.7780  -0.0930  0.46
O  1.0037  1.3315  0.9096  -0.81
O  0.7689  1.0172  -1.3431  -0.79
O  3.5342  -0.6232  -0.4001  -0.39
H  -0.9546  -1.1928  1.0502  0.21
H  -0.7551  -1.2326  -0.7375  0.21
H  -2.3902  -0.9462  -0.1180  0.17
H  -1.3244  1.2745  1.0929  0.19
H  -1.6831  1.1593  -0.6057  0.18

**ΔE to the lowest compared entry with this formula, charge and spin**: 4.4200 eV
**Gap between HOMO and LUMO**: 0.2938 hartree
**Multiplicity**: 1
**E_HOMO**: -3.8 eV
**Charge**: -1

---

| no. | F_max (eV Å⁻¹) |
| --- | --- |
| 1 | 4.40 |
| 2 | 5.60 |
| 3 | 4.63 |
| 4 | 3.63 |
| 5 | 3.64 |
| 6 | 2.39 |
| 7 | 3.71 |
| 8 | 4.39 |